Record 1
ORCA calculation (ωB97M-V with the def2-TZVPD basis set) on an isolated molecule of C8H10 at a distorted geometry.

```
18
Properties=species:S:1:pos:R:3:forces:R:3:nbo_charge:R:1
C 2.9212 -0.6599 -0.1090 0.45 -0.29 -0.46 -0.418
C 1.6526 -0.1317 -0.1253 3.19 -1.09 0.25 0.003
C 0.9379 1.0027 0.4250 -0.87 1.35 0.67 -0.258
C -0.3999 0.6800 1.1899 0.25 1.17 -0.33 -0.382
C -1.0081 -0.0556 -0.0001 1.23 1.25 0.47 -0.028
C -1.9734 -1.1506 0.2048 -0.99 2.11 -0.28 -0.618
C -0.9033 0.5697 -1.3595 1.92 2.06 -0.99 -0.387
C 0.3629 0.0638 -0.7336 -0.33 0.00 0.24 -0.065
H 3.3291 -1.5283 -0.7237 -1.38 1.22 0.33 0.205
H 3.8514 -0.2972 0.4723 -2.31 -0.03 -0.34 0.213
H 1.2972 2.1126 0.3537 -0.62 -2.29 -0.23 0.214
H -0.3637 -0.0025 2.0225 0.57 -0.43 0.37 0.208
H -0.8643 1.5790 1.6074 -0.28 0.06 -0.38 0.205
H -2.9556 -0.6167 0.2233 0.38 -0.46 0.82 0.214
H -1.7541 -1.6735 1.1152 -0.22 -0.89 -0.01 0.223
H -2.0811 -1.5932 -0.7423 0.17 -1.99 -0.80 0.221
H -0.8263 1.6832 -1.5926 -0.59 -1.41 0.58 0.222
H -1.2224 0.0182 -2.2281 -0.55 -0.36 0.10 0.228
```
Forces are in eV/Å.

- Kohn-Sham gap: 9.547 eV
- Largest force on an atom: 3.38 eV/Å
- E: -8452.2363 eV
- Structure (SMILES): C=C1[C@@H]2C[C@@]3(C)C[C@@]123
- ΔE to the lowest compared entry with this formula, charge and spin: 6.0331 eV


Record 2
ORCA calculation (ωB97M-V with the def2-TZVPD basis set) on an isolated molecule of C3H2O3S2 at a distorted geometry.

```
10
Properties=species:S:1:pos:R:3:forces:R:3:nbo_charge:R:1
O -1.6637 -0.5822 0.8591 -1.54 1.20 -4.40 -0.531
C -1.4080 -0.0992 -0.2848 0.38 -0.77 5.40 0.728
O -2.1680 0.2795 -1.2483 -1.70 1.49 -1.74 -0.646
C 0.0043 0.2773 -0.3820 -0.56 1.90 -4.45 -0.343
S 0.5958 0.9675 -1.7177 0.32 0.33 -0.30 0.151
C 0.7799 0.0694 0.7066 3.47 -2.58 7.04 0.235
O 1.1913 1.1663 1.5309 -2.30 -1.63 -4.34 -0.633
S 0.9649 -1.6068 1.1104 0.60 3.57 -0.76 0.012
H -1.8152 1.0591 -1.8466 -0.08 -2.43 1.64 0.532
H 1.7086 0.7752 2.1901 1.40 -1.08 1.91 0.496
```
Forces are in eV/Å.

- Kohn-Sham gap: 7.129 eV
- Largest force on an atom: 8.27 eV/Å
- E: -30953.6685 eV
- Structure (SMILES): O=C(O)C(=S)C(O)=S
- ΔE to the lowest compared entry with this formula, charge and spin: 1.9368 eV


Record 3
ORCA calculation (ωB97M-V with the def2-TZVPD basis set) on a 2-piece molecular cluster, C3H8N2 overall at a distorted geometry.

```
13
Properties=species:S:1:pos:R:3:forces:R:3:nbo_charge:R:1
H 1.6607 0.7265 2.9302 0.28 -0.49 0.45 0.349
N 1.9809 0.2472 2.0988 -0.25 0.77 -0.68 -0.741
C 1.2482 -0.7285 1.7657 0.09 -0.24 0.15 0.288
N 1.2473 -1.2668 0.5034 -0.25 0.18 1.34 -0.822
H 0.5948 -1.2893 2.4478 -0.28 0.36 -0.08 0.134
H 1.9709 -0.9213 -0.1052 -0.01 -0.47 -0.28 0.405
H 0.8597 -2.1943 0.5155 0.44 -0.13 -0.90 0.389
C -1.9486 1.4114 -1.9416 -0.49 -0.14 0.39 -0.390
C -1.1997 0.4023 -1.5197 0.18 0.18 0.29 -0.385
H -2.0516 2.2849 -1.3029 0.69 0.43 -0.62 0.195
H -2.6057 1.3598 -2.7987 -0.38 -0.28 0.21 0.189
H -0.4005 0.6046 -0.8148 -0.41 -0.24 0.50 0.198
H -1.3564 -0.6365 -1.7783 0.40 0.07 -0.77 0.190
```
Forces are in eV/Å.

- Kohn-Sham gap: 10.303 eV
- Largest force on an atom: 1.38 eV/Å
- E: -6219.3387 eV
- Structure (SMILES): [H]/N=C/N.C=C
- ΔE to the lowest compared entry with this formula, charge and spin: 2.5082 eV


Record 4
ORCA calculation (ωB97M-V with the def2-TZVPD basis set) on C16H32FMgO13 as an isolated structure at a distorted geometry.

```
63
Properties=species:S:1:pos:R:3:forces:R:3:nbo_charge:R:1
Mg -8.6688 9.7776 0.0855 -1.93 0.15 1.70 1.866
F -9.1524 10.3787 1.7745 0.56 -0.24 -0.51 -0.942
C -12.5915 12.3420 4.0254 0.71 0.50 -0.46 -0.435
C -13.6617 13.4146 3.8757 -0.98 -0.47 -0.34 -0.436
C -12.9175 14.6161 3.2869 -0.50 0.30 0.96 -0.072
O -11.6838 14.1409 2.7641 0.04 -0.03 0.11 -0.542
C -11.6686 12.7192 2.8649 0.19 -0.07 -0.33 -0.070
H -12.9305 11.3131 3.9278 -0.17 0.00 0.25 0.220
H -11.9974 12.4678 4.9323 -0.26 -0.13 0.17 0.212
H -14.2429 13.6556 4.7661 0.42 0.06 0.23 0.228
H -14.4377 13.0401 3.1948 0.25 0.11 -0.22 0.199
H -12.7297 15.3283 4.0986 0.32 0.01 -0.15 0.176
H -13.5262 15.1583 2.5599 0.22 -0.20 -0.34 0.181
H -10.6452 12.3717 3.0189 0.03 0.11 0.03 0.195
H -11.9932 12.3262 1.8923 -0.18 -0.19 0.13 0.147
C -7.5372 7.0027 3.1345 -0.27 0.70 0.39 -0.264
O -7.2346 6.2717 1.9427 0.29 -0.18 -0.10 -0.447
C -7.7665 6.6903 0.8331 -0.34 -0.86 -0.17 1.038
O -8.3686 7.7459 0.6808 0.20 1.26 -0.56 -0.813
O -7.6600 5.7617 -0.0920 0.34 0.00 0.05 -0.455
C -8.2726 6.0106 -1.3592 -0.78 0.73 0.18 -0.259
H -8.6179 7.0636 3.2366 -0.01 0.00 0.11 0.200
H -7.1302 8.0130 3.1112 0.01 -0.03 -0.20 0.204
H -7.1010 6.4765 3.9740 0.05 -0.28 -0.16 0.221
H -8.1896 5.1006 -1.9351 0.26 0.01 -0.09 0.229
H -7.8367 6.8878 -1.8408 0.36 -0.30 -0.15 0.175
H -9.3287 6.2618 -1.2179 0.06 -0.25 0.08 0.198
C -11.1571 8.3799 3.6856 1.52 -0.55 -0.14 -0.267
O -12.4973 8.3898 4.0810 -0.78 0.24 -0.06 -0.510
C -13.1271 7.2274 4.3085 0.29 -0.10 -0.06 0.982
O -14.2291 7.1805 4.7507 -0.50 -0.01 0.11 -0.591
O -12.3739 6.1675 3.9779 0.08 0.20 -0.32 -0.531
C -12.9975 4.8954 4.1611 0.33 -0.62 0.38 -0.255
H -10.9683 7.8407 2.7544 -0.34 -0.01 -0.11 0.178
H -10.5567 7.8784 4.4471 0.09 0.16 0.08 0.183
H -10.7864 9.3902 3.5397 -0.27 0.17 0.20 0.219
H -13.1649 4.7215 5.2230 -0.28 0.08 -0.06 0.201
H -12.2770 4.1512 3.8256 0.07 0.17 -0.10 0.193
H -13.9125 4.7708 3.5891 -0.10 0.33 0.06 0.201
C -10.9380 9.9569 -3.0145 0.65 0.20 -0.60 -0.264
O -12.0102 10.1416 -2.1083 0.16 -0.04 -0.11 -0.459
C -11.7766 9.9097 -0.8303 -0.13 0.67 -0.45 1.035
O -10.7635 9.4383 -0.3531 1.43 -0.60 -0.26 -0.788
O -12.7873 10.3253 -0.1488 -0.63 0.06 0.60 -0.451
C -12.8549 9.9306 1.2324 -1.10 -0.47 0.53 -0.284
H -10.0004 10.3667 -2.6335 -0.12 -0.09 0.27 0.170
H -11.1633 10.5345 -3.9082 -0.30 -0.10 0.05 0.220
H -10.7905 8.9153 -3.2971 -0.18 -0.07 0.18 0.195
H -11.9075 9.9459 1.7546 0.21 0.11 -0.30 0.225
H -13.3357 8.9502 1.2763 0.43 -0.16 -0.08 0.200
H -13.5821 10.5763 1.7160 0.22 0.37 -0.16 0.217
C -8.6344 13.5368 1.1054 -0.33 0.62 0.10 -0.263
O -8.3217 13.7780 -0.2931 0.06 0.17 0.03 -0.441
C -8.2209 12.7518 -1.0668 -0.02 0.08 0.26 1.049
O -8.6140 11.6176 -0.7625 0.56 -0.76 -0.48 -0.860
O -7.6608 13.0844 -2.2015 -0.04 -0.22 -0.24 -0.451
C -7.3348 12.0322 -3.1285 -0.54 -0.04 0.00 -0.257
H -8.8100 14.5238 1.5230 0.14 0.01 -0.05 0.225
H -7.7659 13.0788 1.5666 -0.16 -0.24 0.11 0.200
H -9.5543 12.9751 1.2110 0.20 -0.36 -0.07 0.223
H -6.9994 12.5268 -4.0315 0.34 0.05 0.12 0.230
H -8.2196 11.4550 -3.3995 -0.02 0.03 0.19 0.184
H -6.5888 11.3821 -2.6781 0.17 0.04 -0.20 0.189
```
Forces are in eV/Å.

- Kohn-Sham gap: 7.834 eV
- Largest force on an atom: 2.57 eV/Å
- Total charge: +1
- E: -51887.9574 eV
- ΔE to the lowest compared entry with this formula, charge and spin: 0.6012 eV


Record 5
ORCA calculation (ωB97M-V with the def2-TZVPD basis set) on C24H11Cl4CsN4O6 as an isolated structure at a distorted geometry.

```
50
Properties=species:S:1:pos:R:3:forces:R:3:lowdin_charge:R:1
Cs 0.5334 -0.3161 0.4385 -2.71 -0.12 -0.76 1.562
O 0.5586 -4.6843 -0.5771 -0.06 0.14 -0.02 -0.044
C 0.6070 -3.4546 -0.7649 -0.03 -0.06 -0.07 -0.699
O -0.2469 -2.5648 -0.5530 -0.15 -1.49 -0.57 -0.310
C 1.9617 -2.9512 -1.3416 0.19 0.29 -0.13 -0.193
C 2.9107 -3.8843 -1.7611 0.01 0.06 0.01 -0.021
C 4.1150 -3.4398 -2.2730 0.00 -0.03 0.00 -0.087
C 4.3601 -2.0721 -2.3410 0.03 -0.02 0.01 -0.090
C 3.3762 -1.2101 -1.8915 -0.40 -0.26 0.14 -0.146
N 2.1967 -1.6316 -1.4120 0.63 -0.63 -0.62 -0.029
H 2.6544 -4.9299 -1.6579 0.04 0.02 -0.02 0.106
H 4.8619 -4.1508 -2.6102 0.00 0.03 0.00 0.094
H 5.2924 -1.6764 -2.7241 0.01 -0.04 0.00 0.090
H 3.5254 -0.1337 -1.9093 -0.02 -0.01 0.01 0.104
O -6.9628 3.4437 3.7631 0.14 -0.26 -0.34 -0.112
N -6.5065 2.3342 3.3301 -0.74 -0.22 0.90 -0.395
O -7.1643 1.2497 3.5363 0.19 0.59 -0.21 -0.120
C -5.2698 2.3086 2.7349 0.55 -0.35 -0.38 -0.138
C -4.6034 3.5140 2.5525 0.10 -0.18 -0.10 0.016
C -3.3388 3.5766 1.9143 -0.13 0.28 0.08 -0.168
C -2.6543 4.7967 1.7198 -0.10 0.10 0.07 -0.041
C -1.4418 4.8104 1.0838 0.11 0.05 -0.05 -0.085
C -0.9014 3.6022 0.6259 -0.14 -0.26 0.00 -0.152
N -1.5149 2.4390 0.7907 -0.08 0.19 0.16 0.100
C -2.6982 2.4213 1.4317 0.01 -0.63 -0.12 -0.158
C -3.3662 1.1196 1.6549 0.50 0.18 -0.23 -0.146
N -2.6956 0.0296 1.2267 -0.22 0.02 0.14 0.076
C -3.2260 -1.1658 1.4225 0.16 0.17 -0.12 -0.145
C -4.4515 -1.3392 2.0559 -0.03 -0.11 0.00 -0.068
C -5.1464 -0.2355 2.4901 -0.13 0.06 0.04 -0.014
C -4.6217 1.0551 2.2978 -0.14 0.26 0.08 -0.051
H -5.0898 4.4104 2.9006 0.03 0.08 0.01 0.098
H -3.1033 5.7157 2.0841 0.00 -0.04 -0.01 0.106
H -0.8942 5.7336 0.9295 -0.04 -0.01 0.02 0.091
H 0.0573 3.5754 0.1140 -0.05 -0.02 0.04 0.091
H -2.6514 -2.0141 1.0531 -0.01 0.08 0.01 0.101
H -4.8537 -2.3352 2.2020 0.02 0.03 0.00 0.094
H -6.1022 -0.3152 2.9810 0.04 -0.06 -0.02 0.084
Cl 6.1984 4.1310 1.7721 0.01 0.01 -0.01 0.624
C 4.8513 3.0569 1.9421 0.27 -0.20 0.85 -0.711
C 4.6880 2.3392 3.1907 0.47 0.63 -0.60 -0.710
Cl 5.8516 2.6108 4.4442 -0.04 -0.05 0.04 0.625
C 3.6561 1.4769 3.3707 -0.70 -0.22 -0.60 -0.623
Cl 3.4415 0.5991 4.8356 0.01 0.00 0.02 0.693
C 2.6511 1.2440 2.3228 1.03 0.72 0.24 -0.418
O 1.7160 0.4604 2.4615 0.81 0.47 2.01 -0.295
C 2.8189 1.9953 1.0297 0.87 0.32 0.54 -0.421
O 2.0281 1.8256 0.1011 0.44 0.94 -0.36 -0.222
C 3.9739 2.8915 0.9217 -0.82 -0.53 -0.12 -0.625
Cl 4.1374 3.7138 -0.5863 0.06 0.03 0.04 0.682
```
Forces are in eV/Å.

- Kohn-Sham gap (alpha / beta): 6.483 / 3.919 eV
- Largest force on an atom: 2.81 eV/Å
- Total charge: -2
- E: -93949.8764 eV
- ΔE to the lowest compared entry with this formula, charge and spin: 1.3514 eV


Record 6
ORCA calculation (ωB97M-V with the def2-TZVPD basis set) on an isolated molecule of C3H5NO2.

```
11
Properties=species:S:1:pos:R:3:forces:R:3:nbo_charge:R:1
O 2.7360 -0.2648 -0.0469 -0.45 0.26 -0.29 -0.645
C 1.5618 0.0259 -0.1877 -0.13 0.00 -0.10 0.858
N 0.5996 -0.6105 0.6764 0.04 -0.15 0.01 -0.661
C -0.7306 -0.4311 0.2726 -0.04 0.16 -0.13 -0.318
C -1.0561 0.9110 -0.1432 0.28 0.02 -0.05 0.055
O 0.9887 0.8393 -1.0168 -0.30 -0.29 0.17 -0.668
H 0.8705 -1.5458 0.9449 0.02 0.12 0.07 0.402
H -0.9443 -0.7600 -0.7854 0.15 -0.67 0.00 0.262
H -1.4793 -0.9595 0.8738 0.00 0.25 -0.01 0.263
H -0.4695 1.8029 -0.0491 -0.13 0.20 0.73 0.255
H -2.0767 0.9927 -0.5385 0.55 0.10 -0.41 0.197
```
Forces are in eV/Å.

- Kohn-Sham gap: 7.803 eV
- Largest force on an atom: 0.77 eV/Å
- E: -8774.1314 eV
- ΔE to the lowest compared entry with this formula, charge and spin: 3.5633 eV